(1)
# C9H18N2S

A 2-piece molecular cluster, C9H18N2S overall in a non-equilibrium geometry (the ωB97M-V functional and the def2-TZVPD basis, the Open Molecules 2025 dataset).

Results
* multiplicity: 1
* orbital gap: 9.14 eV
* highest occupied orbital energy: -0.312 Eh

CARTESIAN COORDINATES (ANGSTROEM)
C1 0.431 2.885 -2.284
C2 0.260 2.305 0.515
C3 -1.027 2.633 -2.207
C4 1.700 -2.995 0.525
C5 -1.929 -0.383 -0.201
C6 -0.193 -1.370 2.554
C7 1.097 -1.566 0.468
C8 -1.475 -1.731 0.498
C9 -0.236 -1.488 1.245
N1 1.011 3.188 -3.327
N2 0.883 1.603 1.469
S1 1.354 2.632 -0.770
H1 -1.216 2.649 -1.079
H2 -1.348 3.528 -2.688
H3 -1.329 1.746 -2.692
H4 2.445 -2.911 -0.257
H5 0.835 -3.581 0.313
H6 2.180 -3.229 1.456
H7 -2.350 0.305 0.658
H8 -2.850 -0.484 -0.810
H9 -1.201 0.083 -0.685
H10 0.683 -1.316 3.130
H11 -1.125 -1.253 3.133
H12 0.343 1.044 2.105
H13 1.871 -0.779 0.677
H14 0.892 -1.417 -0.636
H15 -1.226 -2.547 -0.208
H16 -2.302 -2.108 1.190
H17 2.037 3.445 -3.393
H18 1.784 1.112 1.306

(2)
# C9H18N3OS

A 2-piece molecular cluster, C9H18N3OS overall in a non-equilibrium geometry (the ωB97M-V functional and the def2-TZVPD basis, the Open Molecules 2025 dataset).

Results
* multiplicity: 1
* total charge: +1
* orbital gap: 8.99 eV
* highest occupied orbital energy: -0.464 Eh

CARTESIAN COORDINATES (ANGSTROEM)
C1 -3.900 -0.007 0.103
C2 -1.006 0.189 0.880
C3 0.040 1.140 0.382
C4 0.233 -1.236 -0.455
C5 -0.540 2.217 -0.663
C6 0.685 1.854 1.570
C7 -0.519 -1.588 -1.743
C8 1.109 -2.297 0.073
C9 2.214 0.227 -0.351
N1 0.768 0.123 -0.538
N2 -0.923 -1.027 0.472
N3 -3.999 -0.800 1.016
O1 -1.601 -2.066 0.909
S1 -3.885 1.159 -0.929
H1 -1.660 0.386 1.716
H2 0.353 2.634 -1.147
H3 -0.997 3.030 -0.177
H4 -1.216 1.748 -1.312
H5 1.239 2.693 1.231
H6 1.421 1.222 2.187
H7 -0.196 2.252 2.219
H8 -1.312 -0.791 -1.997
H9 -0.966 -2.553 -1.536
H10 0.067 -1.552 -2.648
H11 0.549 -3.350 0.160
H12 1.455 -1.994 0.983
H13 1.798 -2.559 -0.682
H14 2.556 1.391 -0.318
H15 2.661 -0.212 0.546
H16 2.801 -0.113 -1.140
H17 -2.574 -1.915 0.958
H18 -4.744 -1.198 1.546

(3)
# C9H18NP

A 2-piece molecular cluster, C9H18NP overall in a non-equilibrium geometry (the ωB97M-V functional and the def2-TZVPD basis, the Open Molecules 2025 dataset).

Results
* SMILES: C#CPC(C)C.C/C=N/CC
* multiplicity: 1
* orbital gap: 9.74 eV
* highest occupied orbital energy: -0.325 Eh

CARTESIAN COORDINATES (ANGSTROEM)
C1 -1.382 -0.515 -2.654
C2 -1.369 -0.168 -1.513
P1 -1.374 0.737 0.041
C3 -2.890 0.036 0.810
C4 -3.058 -1.502 0.749
C5 -4.039 0.719 0.113
H1 -1.382 -0.832 -3.671
H2 -0.566 -0.189 0.711
H3 -3.087 0.480 1.873
H4 -3.053 -1.701 -0.360
H5 -2.191 -1.975 1.137
H6 -4.001 -1.934 1.186
H7 -4.028 0.326 -0.910
H8 -3.972 1.845 0.347
H9 -5.020 0.275 0.553
C6 2.729 1.429 -1.673
C7 2.494 0.569 -0.487
N1 3.019 0.809 0.624
C8 3.043 0.025 1.826
C9 2.527 -1.372 1.751
H10 2.852 2.448 -1.338
H11 3.690 1.128 -1.978
H12 2.102 1.329 -2.449
H13 1.760 -0.266 -0.819
H14 2.561 0.631 2.547
H15 4.133 0.176 2.200
H16 1.927 -1.556 2.661
H17 1.949 -1.553 0.855
H18 3.356 -2.131 1.722

(4)
# C9H18O

C9H18O as an isolated structure in a non-equilibrium geometry (the ωB97M-V functional and the def2-TZVPD basis, the Open Molecules 2025 dataset).

Results
* multiplicity: 1
* orbital gap: 8.16 eV
* highest occupied orbital energy: -0.270 Eh

CARTESIAN COORDINATES (ANGSTROEM)
C1 -0.409 -0.595 -0.085
C2 0.378 0.494 0.355
C3 1.770 0.185 -1.065
C4 -0.085 1.918 0.217
C5 1.289 0.480 -2.466
C6 2.483 -1.144 -0.937
C7 -2.977 -0.557 1.410
C8 -1.497 -0.482 1.622
C9 -0.952 -0.668 2.814
O1 -1.235 -0.500 -1.159
H1 -1.611 0.388 -1.212
H2 -0.015 -1.601 0.000
H3 1.010 0.282 1.210
H4 2.414 0.990 -0.702
H5 -0.623 2.226 1.113
H6 0.771 2.577 0.071
H7 -0.739 2.080 -0.641
H8 2.752 -1.360 0.100
H9 2.125 0.497 -3.177
H10 0.799 1.453 -2.534
H11 0.608 -0.294 -2.826
H12 3.412 -1.159 -1.519
H13 1.866 -1.966 -1.308
H14 -3.540 -0.717 2.337
H15 -3.229 -1.383 0.739
H16 -3.342 0.362 0.941
H17 0.109 -0.557 3.009
H18 -1.533 -0.945 3.693

(5)
# C9H18O3Si

A 2-piece molecular cluster, C9H18O3Si overall in a non-equilibrium geometry (the ωB97M-V functional and the def2-TZVPD basis, the Open Molecules 2025 dataset).

Results
* multiplicity: 1
* orbital gap (spin up / spin down): 7.09 / 6.88 eV
* highest occupied orbital energy (spin up / spin down): -0.279 / -0.269 Eh

CARTESIAN COORDINATES (ANGSTROEM)
C1 0.967 3.243 -2.509
C2 1.805 2.847 -1.511
C3 1.875 2.954 -0.101
C4 1.174 -3.380 2.382
C5 -2.923 -0.304 0.503
C6 -1.201 -0.096 -2.654
C7 0.857 -1.884 2.380
C8 1.084 -1.233 0.986
C9 -0.887 0.752 -0.426
O1 2.443 3.536 0.761
O2 -2.384 0.882 -0.061
O3 -0.785 -0.368 -1.321
Si1 0.434 0.535 0.960
H1 0.969 2.898 -3.465
H2 0.355 4.134 -2.289
H3 2.621 2.161 -1.783
H4 0.545 -3.936 1.706
H5 2.291 -3.378 1.998
H6 1.065 -3.870 3.375
H7 -2.571 -1.287 0.003
H8 -4.032 -0.078 0.606
H9 -2.550 -0.570 1.501
H10 -1.236 0.981 -3.000
H11 -2.309 -0.361 -2.778
H12 -0.749 -0.797 -3.268
H13 -0.204 -1.685 2.652
H14 1.612 -1.305 2.991
H15 0.593 -1.809 0.268
H16 2.212 -1.286 0.962
H17 -0.806 1.588 -1.067
H18 -0.263 1.117 2.200

(6)
# C9H18OPPb

C9H18OPPb as an isolated structure in a non-equilibrium geometry (the ωB97M-V functional and the def2-TZVPD basis, the Open Molecules 2025 dataset).

Results
* multiplicity: 1
* total charge: -1
* orbital gap (spin up / spin down): 4.47 / 4.47 eV
* highest occupied orbital energy (spin up / spin down): -0.058 / -0.058 Eh

CARTESIAN COORDINATES (ANGSTROEM)
C1 0.294 -0.239 -3.801
C2 -0.917 -0.991 -3.863
C3 -0.706 -2.206 -3.151
C4 0.662 -2.274 -2.767
C5 1.269 -1.028 -3.100
Pb1 1.191 1.551 -0.434
P1 -0.742 3.453 -0.333
H1 0.477 0.743 -4.240
H2 -1.844 -0.673 -4.339
H3 -1.447 -2.988 -3.002
H4 2.304 -0.739 -2.890
H5 1.161 -3.123 -2.301
H6 -1.914 3.349 0.513
H7 -1.368 3.702 -1.606
H8 -0.258 4.774 0.006
C6 0.226 -1.996 1.337
C7 -0.504 -0.666 1.340
O1 0.377 0.469 1.491
C8 0.926 0.712 2.796
C9 -0.116 1.173 3.800
H9 0.749 -2.173 0.387
H10 -0.508 -2.804 1.461
H11 0.950 -2.076 2.157
H12 -1.019 -0.509 0.379
H13 -1.261 -0.609 2.135
H14 1.438 -0.200 3.140
H15 1.683 1.491 2.652
H16 -0.691 0.323 4.183
H17 0.401 1.632 4.651
H18 -0.811 1.919 3.397

(7)
# C9H19BFeN2O6P2S

C9H19BFeN2O6P2S as an isolated structure in a non-equilibrium geometry (the ωB97M-V functional and the def2-TZVPD basis, the Open Molecules 2025 dataset).

Results
* multiplicity: 6
* total charge: +3
* orbital gap (spin up / spin down): 4.11 / 4.83 eV
* ⟨S²⟩: 8.98
* highest occupied orbital energy (spin up / spin down): -0.682 / -0.717 Eh

CARTESIAN COORDINATES (ANGSTROEM)
C1 -1.702 -2.125 -0.949
B1 -0.735 -1.187 -1.875
O1 -0.935 -1.263 -3.360
N1 0.322 -0.181 -1.356
P1 1.540 -0.143 -2.711
S1 2.287 -1.950 -3.056
C2 1.051 -0.806 -0.205
C3 0.717 -0.260 1.289
C4 1.176 -1.308 2.484
O2 1.636 -0.840 3.677
O3 1.181 -2.792 2.348
N2 -0.741 0.139 1.328
P2 -1.328 0.472 2.981
C5 -1.971 -1.193 3.739
O4 -2.725 1.519 3.001
C6 -0.762 1.426 0.477
C7 -0.390 1.110 -1.125
C8 0.229 2.458 -1.797
C9 1.643 3.006 -1.207
O5 2.303 3.911 -1.985
O6 2.323 2.627 0.036
H1 -2.621 -1.520 -0.488
H2 -1.146 -2.788 -0.147
H3 -2.218 -2.914 -1.686
H4 -0.572 -2.122 -3.725
H5 1.037 0.495 -3.901
H6 2.678 0.598 -2.149
H7 2.213 -0.607 -0.391
H8 0.967 -1.997 -0.160
H9 1.331 0.739 1.519
H10 -1.050 -1.742 4.255
H11 -2.388 -1.885 2.887
H12 -2.814 -1.045 4.537
H13 -3.478 1.081 2.484
H14 -0.107 2.282 0.932
H15 -1.893 1.806 0.528
H16 -1.471 0.997 -1.625
H17 0.312 2.430 -2.988
H18 -0.571 3.321 -1.595
H19 2.902 1.829 -0.231
Fe1 3.772 -1.578 0.210

What did the fourth record say?
# C9H18O

C9H18O as an isolated structure in a non-equilibrium geometry (the ωB97M-V functional and the def2-TZVPD basis, the Open Molecules 2025 dataset).

Results
* multiplicity: 1
* orbital gap: 8.16 eV
* highest occupied orbital energy: -0.270 Eh

CARTESIAN COORDINATES (ANGSTROEM)
C1 -0.409 -0.595 -0.085
C2 0.378 0.494 0.355
C3 1.770 0.185 -1.065
C4 -0.085 1.918 0.217
C5 1.289 0.480 -2.466
C6 2.483 -1.144 -0.937
C7 -2.977 -0.557 1.410
C8 -1.497 -0.482 1.622
C9 -0.952 -0.668 2.814
O1 -1.235 -0.500 -1.159
H1 -1.611 0.388 -1.212
H2 -0.015 -1.601 0.000
H3 1.010 0.282 1.210
H4 2.414 0.990 -0.702
H5 -0.623 2.226 1.113
H6 0.771 2.577 0.071
H7 -0.739 2.080 -0.641
H8 2.752 -1.360 0.100
H9 2.125 0.497 -3.177
H10 0.799 1.453 -2.534
H11 0.608 -0.294 -2.826
H12 3.412 -1.159 -1.519
H13 1.866 -1.966 -1.308
H14 -3.540 -0.717 2.337
H15 -3.229 -1.383 0.739
H16 -3.342 0.362 0.941
H17 0.109 -0.557 3.009
H18 -1.533 -0.945 3.693

Q: Number 5 is which compound?
A: C9H18O3Si

Q: Which value of multiplicity does entry 4 give?
A: 1